# 1
27
Properties=species:S:1:pos:R:3 method="wB97M-V/def2-TZVPD" energy_ev=-33750.595 gap_ev=5.5 total_charge=+1 relative_energy_ev=0.4452
C -0.0103 -1.0970 2.2644
S 4.5836 -1.4026 -1.0158
N 2.0623 0.0243 1.7410
H 0.5152 -2.0555 2.2516
H 6.0184 -1.8773 -2.8026
C 4.9203 -1.8685 -2.7437
C -1.4027 -1.0450 2.3810
H -1.8281 2.3485 2.4145
C 4.3559 -0.9304 -3.7935
C 0.7231 0.0955 2.1177
S 2.1028 -0.2237 -2.2555
H 4.7541 0.0781 -3.6588
H 2.5865 -0.7956 2.0352
H 2.4241 -1.9167 -3.9008
C 0.0693 1.3413 2.2258
H -1.9769 -1.9713 2.4448
H -3.1546 0.2330 2.4779
H 4.5435 -2.8895 -2.8788
C -1.3233 1.3813 2.3573
H 2.4592 -0.2511 -4.5587
H 4.6742 -1.2896 -4.7788
C 2.8395 -0.9113 -3.7663
H 2.5954 0.8875 1.7821
C 3.0275 -0.7675 -0.9666
C -2.0652 0.1912 2.4110
H 2.5588 -0.6654 0.0073
H 0.6645 2.2584 2.1884

=====

# 2
29
Properties=species:S:1:pos:R:3 method="wB97M-V/def2-TZVPD" multiplicity=2 energy_ev=-100940.711 gap_ev="6.8 / 5.7" relative_energy_ev=1.0828
C -2.2147 1.5373 0.2843
H 3.5294 1.7823 3.7165
C 0.4819 -2.5463 -2.5602
S -1.3979 -0.5988 -2.5482
Cl 3.3533 -1.0793 3.7250
O -1.2588 1.7207 -0.4583
H -3.8439 2.3401 1.4115
S -1.3932 -3.0294 -4.3506
C -1.4214 -0.6125 0.6484
S -1.6055 -2.0071 1.4215
O -0.1876 -5.2463 -5.1290
H -2.8135 3.5543 0.5891
C 2.6372 0.1150 2.7101
C -0.1578 -4.3073 -4.3871
Cl -4.3706 2.5630 -0.8776
S 1.1266 -4.0415 -3.1828
N 1.2238 0.5962 0.8630
C 2.2701 2.3669 2.0628
O -2.3949 0.4094 0.9342
H 1.5887 -1.3340 1.5094
H 0.9706 2.5775 0.3598
C 1.4528 1.9026 1.0526
Ru -0.1013 -0.0917 -0.6844
S 1.3402 -1.6633 -1.3139
C 2.8804 1.4596 2.9141
C 1.8041 -0.2873 1.6802
H 2.4301 3.4296 2.1758
C -3.2736 2.5734 0.5191
C -0.6544 -2.0831 -3.0852